Entry 1:
This record from the OMol25 dataset describes a cluster of 5 separate species, C19H31BF12N2O11 in total. The level of theory is ωB97M-V/def2-TZVPD.

Bonds (Å) are listed after each position.
Positions of all 76 atoms, in Å:
1 N -2.06668 0.29626 -0.46044  C2 1.449, H10 1.010, H11 1.008
2 C -2.37589 0.12059 -1.86461  N1 1.449, O3 1.414, H12 1.095, H13 1.096
3 O -2.62156 -1.24163 -2.15395  C2 1.414, C4 1.421
4 C -3.92341 -1.57347 -2.61647  O3 1.421, C5 1.542, H14 1.096, H15 1.094
5 C -4.86201 -2.07648 -1.50191  C4 1.542, N6 1.490, B7 1.592, H16 1.093
6 N -5.27727 -3.49843 -1.66168  C5 1.490, H17 1.011, H18 1.012
7 B -6.19248 -1.23199 -1.27405  C5 1.592, O8 1.371, O9 1.379
8 O -6.76300 -1.22112 -0.02760  B7 1.371, H19 0.961
9 O -6.79467 -0.47344 -2.25568  B7 1.379, H20 0.960
10 H -2.22308 -0.57077 0.03393  N1 1.010
11 H -1.12807 0.62613 -0.29588  N1 1.008
12 H -1.53698 0.46614 -2.47854  C2 1.095
13 H -3.25579 0.71153 -2.14262  C2 1.096
14 H -4.34782 -0.71376 -3.14702  C4 1.096
15 H -3.79117 -2.36546 -3.35933  C4 1.094
16 H -4.30111 -2.00122 -0.56723  C5 1.093
17 H -4.69952 -4.10881 -1.09917  N6 1.011
18 H -5.16934 -3.79863 -2.62245  N6 1.012
19 H -7.14011 -0.37283 0.22247  O8 0.961
20 H -6.64560 -0.78482 -3.15147  O9 0.960
21 C -6.31097 -0.85307 4.30489  C22 1.511, H30 1.090, H31 1.090, H32 1.089
22 C -5.09464 0.04285 4.32824  C21 1.511, O23 1.453, H33 1.087, H34 1.089
23 O -3.87724 -0.72446 4.13054  C22 1.453, C24 1.320
24 C -3.60847 -1.04907 2.87983  O23 1.320, O25 1.194, C26 1.547
25 O -4.23817 -0.78314 1.90056  C24 1.194
26 C -2.27748 -1.83337 2.80687  C24 1.547, F27 1.332, F28 1.343, F29 1.333
27 F -2.18810 -2.76834 3.75099  C26 1.332
28 F -1.24447 -0.98724 2.94994  C26 1.343
29 F -2.15668 -2.42151 1.61690  C26 1.333
30 H -6.22107 -1.64024 5.05321  C21 1.090
31 H -7.19913 -0.26210 4.53028  C21 1.090
32 H -6.44147 -1.31024 3.32466  C21 1.089
33 H -4.95378 0.51506 5.29698  C22 1.087
34 H -5.14419 0.81352 3.56022  C22 1.089
35 C 0.30266 -3.50641 -6.76818  C36 1.511, H44 1.090, H45 1.090, H46 1.089
36 C -0.73610 -4.10712 -7.68590  C35 1.511, O37 1.452, H47 1.087, H48 1.089
37 O -1.60667 -5.01577 -6.96248  C36 1.452, C38 1.319
38 C -2.58276 -4.45468 -6.27454  O37 1.319, O39 1.196, C40 1.548
39 O -2.84338 -3.29106 -6.18665  C38 1.196
40 C -3.43078 -5.54698 -5.57909  C38 1.548, F41 1.334, F42 1.339, F43 1.331
41 F -2.66517 -6.45879 -4.97791  C40 1.334
42 F -4.19570 -6.17029 -6.48378  C40 1.339
43 F -4.22820 -4.99910 -4.66469  C40 1.331
44 H 0.87740 -4.29054 -6.27583  C35 1.090
45 H 0.98690 -2.88960 -7.35111  C35 1.090
46 H -0.16267 -2.88046 -6.00828  C35 1.089
47 H -0.28588 -4.72946 -8.45483  C36 1.087
48 H -1.34984 -3.34277 -8.16007  C36 1.089
49 C 1.59262 -0.31319 1.88123  C50 1.510, H58 1.090, H59 1.089, H60 1.089
50 C 2.44798 0.07291 0.69790  C49 1.510, O51 1.452, H61 1.087, H62 1.089
51 O 3.25108 1.24670 0.98961  C50 1.452, C52 1.320
52 C 4.36008 1.03292 1.67313  O51 1.320, O53 1.195, C54 1.548
53 O 4.78985 -0.00814 2.07150  C52 1.195
54 C 5.11186 2.37036 1.87628  C52 1.548, F55 1.338, F56 1.340, F57 1.329
55 F 4.28719 3.34640 2.27246  C54 1.338
56 F 5.68260 2.75242 0.72529  C54 1.340
57 F 6.06728 2.23567 2.79005  C54 1.329
58 H 0.96561 0.52249 2.19141  C49 1.090
59 H 0.94881 -1.14671 1.60369  C49 1.089
60 H 2.21007 -0.62075 2.72394  C49 1.089
61 H 1.84573 0.37194 -0.15677  C50 1.087
62 H 3.11087 -0.73596 0.39425  C50 1.089
63 C 6.86521 5.28084 4.12667  C64 1.510, H72 1.090, H73 1.088, H74 1.089
64 C 7.68279 5.62633 2.90511  C63 1.510, O65 1.451, H75 1.087, H76 1.089
65 O 8.58823 6.72807 3.17185  C64 1.451, C66 1.321
66 C 9.71310 6.41696 3.79027  O65 1.321, O67 1.195, C68 1.548
67 O 10.07841 5.33671 4.14793  C66 1.195
68 C 10.57731 7.68827 3.97176  C66 1.548, F69 1.336, F70 1.341, F71 1.327
69 F 9.85248 8.71550 4.42432  C68 1.336
70 F 11.11074 8.04208 2.79369  C68 1.341
71 F 11.56530 7.46088 4.82788  C68 1.327
72 H 6.32299 6.15576 4.48583  C63 1.090
73 H 6.14330 4.50855 3.86952  C63 1.088
74 H 7.49914 4.90749 4.92958  C63 1.089
75 H 7.05831 5.98782 2.09178  C64 1.087
76 H 8.26262 4.77425 2.55278  C64 1.089

- F_max (eV Å⁻¹) = 0.676
- SMILES = NCOC[C@H](N)B(O)O.CCOC(=O)C(F)(F)F.CCOC(=O)C(F)(F)F.CCOC(=O)C(F)(F)F.CCOC(=O)C(F)(F)F
- 2S+1 = 1
- orbital gap (eV) = 9.12

---

Entry 2:
This record from the OMol25 dataset describes the molecule C6H4S2 in a non-equilibrium geometry. The level of theory is ωB97M-V/def2-TZVPD.

Bonds (Å) are listed after each position.
Positions of all 12 atoms, in Å:
1 C -2.39830 -1.37219 -0.15595  C2 1.236, H9 1.026
2 C -1.24306 -1.32974 0.28062  C1 1.236, C3 1.433
3 C -0.05690 -0.75876 0.84748  C2 1.433, S4 1.646, C5 1.444
4 S 0.87892 -1.37693 2.05160  C3 1.646
5 C 0.43213 0.38054 0.10713  C3 1.444, C6 1.417, C7 1.427
6 C 1.35792 1.25360 0.72941  C5 1.417, H10 1.107, H11 1.219
7 C 0.35328 0.56144 -1.30583  C5 1.427, S8 1.695, H12 1.113
8 S 0.08215 -0.71896 -2.38295  C7 1.695
9 H -3.41138 -1.45502 -0.29875  C1 1.026
10 H 1.74680 2.09820 0.12930  C6 1.107
11 H 1.86514 1.17956 1.83506  C6 1.219
12 H 0.39329 1.53826 -1.83711  C7 1.113

- energy relative to the best compared isomer or geometry (same formula, charge and spin) (eV) = 1.320
- F_max (eV Å⁻¹) = 5.645
- SMILES = C#CC(=S)C(=C)C=S
- 2S+1 = 1
- orbital gap (eV) = 7.07

---

For the records above, the corresponding E_HOMO values read -8.67 -8.67 eV.
For the records above, the corresponding E values read -78998.1433 -27952.1022 eV.
For the records above, the corresponding LUMO level values read 0.45 -1.60 eV.